1.
The following is a DFT calculation (ωB97M-V with the def2-TZVPD basis set) of C25H16N7O2RhS as an isolated structure.

Cartesian coordinates (Å):
1 Rh 0.099 0.195 -0.473
2 O 0.865 -4.718 -3.024
3 C 0.136 -5.153 -2.066
4 C -0.206 -6.550 -2.082
5 C -0.932 -7.070 -1.058
6 C -1.345 -6.229 -0.001
7 C -1.040 -4.845 0.007
8 C -0.322 -4.286 -1.000
9 C -0.029 -2.822 -0.997
10 O -0.541 -2.068 -0.133
11 N 0.833 -2.426 -1.928
12 N 0.889 -1.081 -1.976
13 C 1.967 -0.384 -2.095
14 C 1.785 1.013 -2.575
15 C 2.735 1.687 -3.309
16 C 2.401 2.946 -3.804
17 C 1.148 3.469 -3.546
18 C 0.262 2.731 -2.767
19 N 0.578 1.534 -2.289
20 H 1.043 -3.713 -2.861
21 H 0.140 -7.147 -2.916
22 H -1.186 -8.121 -1.048
23 H -1.913 -6.650 0.818
24 H -1.373 -4.213 0.819
25 H 2.955 -0.838 -2.047
26 H 3.702 1.242 -3.505
27 H 3.118 3.505 -4.392
28 H 0.853 4.436 -3.929
29 H -0.720 3.114 -2.518
30 S -1.450 4.394 5.771
31 N -2.213 3.113 5.171
32 C -1.570 2.781 4.064
33 C -1.918 1.683 3.181
34 C -3.008 0.837 3.397
35 C -3.263 -0.167 2.493
36 C -2.420 -0.317 1.397
37 N -1.378 0.480 1.183
38 C -1.122 1.474 2.059
39 C 0.028 2.332 1.773
40 N 0.744 2.053 0.665
41 C 1.769 2.835 0.351
42 C 2.153 3.926 1.124
43 C 1.443 4.209 2.267
44 C 0.353 3.403 2.603
45 C -0.468 3.622 3.780
46 N -0.290 4.579 4.674
47 H -3.631 0.992 4.270
48 H -4.100 -0.839 2.618
49 H -2.583 -1.101 0.672
50 H 2.317 2.587 -0.551
51 H 3.000 4.526 0.821
52 H 1.704 5.039 2.912

Its total charge is +2. The HOMO energy (spin up / spin down) comes out at -14.08 / -14.07 eV. The energy relative to the best compared isomer or geometry (same formula, charge and spin) comes out at 4.2 kcal/mol. Its spin multiplicity is 5. Its expectation value of S² is 6.04. The frontier orbital gap (spin up / spin down) comes out at 7.9 / 5.4 eV.

Formally, the Mulliken partial charges of the atoms, in units of the elementary charge, are as follows: Rh 0.767; O -0.487; C 0.555; C -0.572; C -0.463; C -0.599; C -0.385; C 0.419; C 0.929; O -0.780; N -1.204; N 0.041; C -0.115; C 0.830; C -0.574; C -0.315; C -0.577; C -0.375; N -0.321; H 0.492; H 0.479; H 0.436; H 0.441; H 0.508; H 0.531; H 0.430; H 0.474; H 0.432; H 0.469; S 0.226; N -0.635; C 0.673; C 0.515; C -0.280; C -0.937; C -0.183; N -0.535; C -0.072; C -0.410; N 0.049; C -0.069; C -1.091; C -0.335; C 0.658; C 0.670; N -0.632; H 0.564; H 0.434; H 0.540; H 0.367; H 0.457; H 0.562


2.
The following is a DFT calculation (ωB97M-V with the def2-TZVPD basis set) of C25H17BeN8O4Se2 as an isolated structure.

Cartesian coordinates (Å):
1 Be 0.076 0.207 -0.245
2 O 3.276 -3.584 2.771
3 C 2.203 -3.526 3.535
4 O 2.057 -4.215 4.513
5 C 1.125 -2.575 3.126
6 C -0.067 -2.470 3.793
7 N -0.810 -1.566 3.118
8 N -0.173 -1.070 2.052
9 C 0.999 -1.671 2.040
10 C 1.891 -1.365 0.870
11 O 2.949 -1.961 0.753
12 O 1.449 -0.535 -0.037
13 H 3.219 -2.987 1.985
14 H -0.406 -2.970 4.690
15 H -1.758 -1.287 3.301
16 Se -0.395 7.012 -2.925
17 N 0.082 5.472 -3.645
18 C -0.067 4.568 -2.718
19 C 0.254 3.156 -2.905
20 C 0.746 2.597 -4.085
21 C 1.051 1.252 -4.110
22 C 0.849 0.484 -2.968
23 N 0.365 1.003 -1.848
24 C 0.082 2.314 -1.818
25 C -0.400 2.785 -0.531
26 N -0.474 1.835 0.429
27 C -0.881 2.217 1.636
28 C -1.247 3.525 1.930
29 C -1.171 4.489 0.947
30 C -0.724 4.116 -0.320
31 C -0.548 5.042 -1.436
32 N -0.779 6.321 -1.348
33 H 0.885 3.234 -4.951
34 H 1.444 0.783 -5.002
35 H 1.076 -0.574 -2.944
36 H -0.902 1.460 2.406
37 H -1.578 3.769 2.929
38 H -1.428 5.525 1.133
39 C 1.198 -3.250 -1.848
40 N 0.377 -3.488 -0.674
41 C -0.783 -2.878 -0.376
42 Se -1.582 -1.419 -1.217
43 N -1.237 -3.439 0.760
44 C -0.347 -4.405 1.233
45 C -0.329 -5.178 2.386
46 C 0.768 -6.004 2.558
47 C 1.804 -6.050 1.619
48 C 1.790 -5.259 0.483
49 C 0.689 -4.433 0.316
50 H 0.618 -2.679 -2.565
51 H 1.471 -4.207 -2.289
52 H 2.105 -2.710 -1.572
53 H -2.152 -3.249 1.125
54 H -1.114 -5.116 3.130
55 H 0.835 -6.610 3.454
56 H 2.645 -6.707 1.797
57 H 2.610 -5.267 -0.222

Its total charge is +1. The HOMO energy comes out at -11.10 eV. The energy relative to the best compared isomer or geometry (same formula, charge and spin) comes out at 11.3 kcal/mol. Its spin multiplicity is 1. The frontier orbital gap comes out at 7.3 eV.

Formally, the Mulliken partial charges of the atoms, in units of the elementary charge, are as follows: Be -0.081; O -0.561; C 0.126; O -0.597; C 0.739; C -0.808; N -0.273; N -0.180; C 0.190; C 0.905; O -0.730; O -0.262; H 0.462; H 0.561; H 0.234; Se 0.321; N -0.824; C 0.999; C 0.101; C -0.615; C -0.973; C 0.255; N 0.272; C -0.126; C -0.226; N 0.164; C 0.223; C -0.954; C -0.544; C 0.205; C 0.876; N -0.820; H 0.569; H 0.451; H 0.164; H 0.385; H 0.448; H 0.569; C -1.382; N 0.209; C -0.368; Se -0.186; N 0.269; C 0.585; C -1.007; C -0.603; C -0.671; C -0.842; C 1.001; H 0.461; H 0.475; H 0.351; H 0.334; H 0.493; H 0.390; H 0.403; H 0.445


3.
The following is a DFT calculation (ωB97M-V with the def2-TZVPD basis set) of C25H17BrN3PtS as an isolated structure.

Cartesian coordinates (Å):
1 Pt -0.038 -0.012 -0.136
2 Br 6.189 -0.171 3.917
3 C 4.860 0.095 2.611
4 C 3.665 -0.596 2.688
5 C 2.694 -0.401 1.720
6 C 2.905 0.465 0.656
7 C 4.093 1.203 0.632
8 C 5.069 1.011 1.590
9 N 1.859 0.657 -0.322
10 C 2.042 1.456 -1.310
11 C 0.895 1.954 -2.049
12 C 1.050 2.726 -3.190
13 C -0.074 3.213 -3.832
14 C -1.319 2.896 -3.321
15 C -1.398 2.118 -2.174
16 N -0.321 1.675 -1.529
17 H 3.482 -1.281 3.504
18 H 1.753 -0.918 1.821
19 H 4.279 1.968 -0.107
20 H 5.981 1.589 1.556
21 H 3.022 1.839 -1.559
22 H 2.042 2.934 -3.567
23 H 0.018 3.820 -4.722
24 H -2.226 3.241 -3.797
25 H -2.356 1.829 -1.768
26 S -3.654 -2.427 0.864
27 C -4.174 -0.767 0.847
28 C -5.436 -0.248 1.115
29 C -5.586 1.124 1.102
30 C -4.498 1.966 0.849
31 C -3.247 1.451 0.576
32 C -3.092 0.066 0.549
33 N -1.923 -0.639 0.290
34 C -2.058 -1.928 0.490
35 C -0.861 -2.734 0.409
36 C -0.854 -4.123 0.460
37 C 0.341 -4.798 0.288
38 C 1.500 -4.074 0.042
39 C 1.485 -2.683 0.001
40 C 0.309 -1.976 0.217
41 H -6.270 -0.897 1.343
42 H -6.554 1.555 1.319
43 H -4.639 3.038 0.882
44 H -2.393 2.095 0.427
45 H -1.777 -4.670 0.618
46 H 0.368 -5.878 0.326
47 H 2.433 -4.598 -0.124
48 H 2.413 -2.165 -0.203

Its total charge is +1. The HOMO energy comes out at -11.13 eV. The energy relative to the best compared isomer or geometry (same formula, charge and spin) comes out at 7.7 kcal/mol. Its spin multiplicity is 1. The frontier orbital gap comes out at 6.9 eV.

Formally, the Mulliken partial charges of the atoms, in units of the elementary charge, are as follows: Pt 0.333; Br -0.145; C -0.013; C -0.819; C -0.102; C 1.395; C -0.901; C -0.833; N -0.048; C 0.132; C 0.464; C -0.769; C -0.274; C -0.888; C -0.116; N -0.362; H 0.446; H 0.381; H 0.204; H 0.431; H 0.352; H 0.400; H 0.452; H 0.404; H 0.545; S -0.297; C 0.719; C -0.554; C -0.523; C -0.748; C -0.560; C -0.002; N -0.093; C 0.938; C 0.550; C -0.771; C -0.754; C -0.857; C 0.380; C -0.674; H 0.417; H 0.401; H 0.407; H 0.624; H 0.405; H 0.412; H 0.415; H 0.493


4.
The following is a DFT calculation (ωB97M-V with the def2-TZVPD basis set) of C25H17F10N4Pd as an isolated structure.

Cartesian coordinates (Å):
1 Pd -0.565 0.518 -0.305
2 C -3.021 -0.763 1.456
3 N -2.681 0.574 1.012
4 C -2.352 1.429 2.132
5 C -0.968 1.111 2.701
6 N 0.072 1.252 1.681
7 C 1.375 1.211 2.081
8 C 2.382 1.564 1.156
9 F 2.032 1.969 -0.080
10 C 3.730 1.549 1.431
11 F 4.602 1.892 0.468
12 C 4.204 1.183 2.676
13 F 5.516 1.177 2.946
14 C 3.271 0.847 3.628
15 F 3.680 0.487 4.855
16 C 1.916 0.865 3.343
17 F 1.125 0.478 4.376
18 C -3.613 1.092 0.036
19 C -3.359 0.461 -1.328
20 N -1.997 0.736 -1.797
21 C -1.691 0.473 -3.099
22 C -0.437 0.870 -3.622
23 F 0.449 1.501 -2.834
24 C -0.042 0.674 -4.926
25 F 1.169 1.096 -5.320
26 C -0.878 0.068 -5.843
27 F -0.498 -0.109 -7.120
28 C -2.109 -0.341 -5.395
29 F -2.952 -0.951 -6.246
30 C -2.496 -0.153 -4.077
31 F -3.717 -0.657 -3.773
32 H -3.896 -0.758 2.130
33 H -2.183 -1.211 1.988
34 H -3.251 -1.400 0.602
35 H -3.103 1.343 2.937
36 H -2.344 2.464 1.784
37 H -0.979 0.124 3.176
38 H -0.813 1.835 3.507
39 H -3.441 2.165 -0.061
40 H -4.665 0.937 0.336
41 H -4.090 0.903 -2.009
42 H -3.587 -0.611 -1.288
43 C -0.168 -1.321 -1.049
44 C 1.018 -1.594 -0.230
45 C 0.900 -2.108 1.065
46 C 2.011 -2.350 1.852
47 C 3.287 -2.099 1.354
48 C 3.425 -1.575 0.073
49 C 2.307 -1.321 -0.700
50 C 4.452 -2.414 2.152
51 N 5.368 -2.688 2.792
52 H -1.051 -1.910 -0.816
53 H 0.012 -1.195 -2.112
54 H -0.090 -2.320 1.452
55 H 1.899 -2.745 2.854
56 H 4.414 -1.358 -0.311
57 H 2.420 -0.894 -1.689

Its total charge is -1. The HOMO energy (spin up / spin down) comes out at -4.24 / -4.24 eV. The energy relative to the best compared isomer or geometry (same formula, charge and spin) comes out at 0.0 kcal/mol. Its spin multiplicity is 1. The frontier orbital gap (spin up / spin down) comes out at 6.5 / 6.5 eV.

Formally, the Mulliken partial charges of the atoms, in units of the elementary charge, are as follows: Pd 0.421; C -1.284; N 1.152; C -1.302; C -0.596; N -0.324; C -0.144; C 0.211; F -0.471; C 0.181; F -0.400; C 0.791; F -0.375; C 0.148; F -0.359; C 0.718; F -0.432; C -1.283; C -0.482; N -0.258; C -0.141; C 0.155; F -0.312; C 0.183; F -0.323; C 0.733; F -0.334; C -0.062; F -0.323; C 0.539; F -0.346; H 0.356; H 0.121; H 0.256; H 0.333; H 0.355; H 0.367; H 0.437; H 0.354; H 0.315; H 0.487; H 0.353; C -1.863; C 1.567; C -0.352; C -0.805; C 0.574; C -0.781; C -0.478; C 0.052; N -0.611; H 0.201; H 0.571; H 0.233; H 0.455; H 0.481; H 0.343


no.,strongest force on any atom (Eh/bohr)
1,0.0304
2,0.0194
3,0.0139
4,0.0190